DFT (ωB97M-V/def2-TZVPD) results for a molecular structure, C35H43CaClN2Si2.

Atoms and positions in Å:
C: 3.434 3.415 0.168
C: 3.170 2.849 -1.090
C: 1.865 3.247 -1.487
H: 3.917 2.375 -1.754
C: 1.291 3.933 -0.385
C: 2.266 4.047 0.620
H: 2.187 4.676 1.522
H: 4.410 3.444 0.670
H: 1.395 3.067 -2.462
H: 0.292 4.407 -0.377
Ca: 1.173 1.242 0.014
Si: -2.097 -0.332 -2.730
C: -2.058 -2.252 -2.898
C: -3.057 -2.953 -2.183
H: -3.866 -2.434 -1.690
C: -2.991 -4.355 -2.095
H: -3.711 -4.895 -1.456
C: -2.002 -5.059 -2.800
H: -1.891 -6.155 -2.673
C: -1.100 -4.350 -3.626
H: -0.359 -4.917 -4.216
C: -1.132 -2.955 -3.684
H: -0.425 -2.392 -4.299
C: -3.961 -0.140 -3.155
C: -4.518 -0.954 -4.187
H: -3.892 -1.358 -4.986
C: -5.883 -1.302 -4.144
H: -6.320 -1.962 -4.918
C: -6.675 -0.844 -3.063
H: -7.724 -1.186 -2.964
C: -6.142 0.097 -2.157
H: -6.755 0.483 -1.329
C: -4.819 0.515 -2.269
H: -4.455 1.345 -1.659
H: -1.230 0.262 -3.773
Si: -2.495 -2.146 0.706
C: -2.646 -0.352 0.309
C: -1.968 0.167 -0.912
H: -1.079 -0.477 -1.201
C: -1.805 1.614 -1.010
H: -1.381 1.999 -1.940
C: -2.265 2.457 -0.009
H: -2.054 3.532 -0.113
C: -2.852 1.911 1.145
H: -3.156 2.588 1.916
C: -3.096 0.541 1.264
H: -3.607 0.159 2.171
C: -0.788 -2.636 0.238
C: 0.159 -1.612 0.017
H: -0.088 -0.648 0.486
C: 1.214 -1.798 -0.891
H: 1.737 -0.946 -1.343
C: 1.534 -3.109 -1.287
H: 2.418 -3.275 -1.908
C: 0.762 -4.178 -0.833
H: 1.048 -5.211 -1.093
C: -0.419 -3.940 -0.112
H: -1.055 -4.793 0.153
H: -2.694 -2.536 2.056
Cl: 0.261 0.998 2.396
C: 3.333 -1.175 1.741
N: 3.708 0.210 2.067
C: 4.921 0.632 1.363
C: 3.769 0.384 3.502
C: 4.148 1.811 3.992
N: 3.069 2.745 4.004
C: 1.946 2.438 4.882
C: 3.417 4.147 3.939
H: 2.254 -1.316 1.913
H: 3.567 -1.434 0.697
H: 3.856 -1.897 2.399
H: 5.797 0.007 1.628
H: 4.760 0.578 0.275
H: 5.147 1.668 1.616
H: 2.781 0.102 3.903
H: 4.520 -0.305 3.946
H: 4.531 1.639 5.020
H: 4.994 2.213 3.412
H: 2.265 2.366 5.943
H: 1.208 3.244 4.769
H: 1.491 1.485 4.564
H: 2.503 4.706 3.743
H: 4.128 4.316 3.113
H: 3.864 4.516 4.874

The multiplicity is 1. As for the LUMO energy (spin up / spin down): -0.715 / -0.870 eV. For the orbital gap (spin up / spin down), the calculation gives 6.33 / 5.86 eV. Its molar mass is 623.446 g/mol. The calculation puts the max |F| at 4.7 eV/A.

Calculated atomic charges, method Löwdin, unit e: -0.18 -0.25 -0.30 0.09 -0.26 -0.16 0.09 0.09 0.09 0.09 1.10 0.76 -0.27 -0.15 0.08 -0.10 0.11 -0.09 0.11 -0.09 0.11 -0.10 0.10 -0.27 -0.11 0.10 -0.09 0.11 -0.09 0.10 -0.09 0.11 -0.10 0.10 0.03 0.85 -0.31 -0.40 0.05 -0.17 0.09 -0.09 0.11 -0.10 0.10 -0.13 0.12 -0.32 -0.20 -0.02 -0.12 0.09 -0.08 0.11 -0.08 0.12 -0.09 0.11 -0.06 -0.08 -0.11 -0.27 -0.11 -0.21 -0.20 -0.28 -0.13 -0.11 0.06 0.07 0.09 0.09 0.08 0.05 0.10 0.12 0.12 0.10 0.08 0.08 -0.01 0.07 0.08 0.08


DFT (ωB97M-V/def2-TZVPD) results for 2 unconnected molecules or ions with the total composition C9H11O3.

Atoms and positions in Å:
C: -1.775 -0.315 3.683
C: -2.257 0.878 2.763
O: -1.356 1.329 2.007
O: -3.430 1.260 2.905
H: -2.563 -1.068 3.685
H: -1.530 0.027 4.690
H: -0.872 -0.677 3.206
C: 1.124 2.260 -2.014
C: -0.115 -0.851 -0.305
C: 0.734 -1.793 -0.857
C: -0.101 0.451 -0.789
C: 0.756 0.821 -1.815
C: 1.455 -1.493 -2.009
C: 1.481 -0.189 -2.462
O: 0.799 -3.035 -0.266
H: -0.822 -1.122 0.462
H: -0.776 1.147 -0.311
H: 1.974 -2.301 -2.519
H: 1.637 -3.459 -0.454
H: 1.745 2.450 -2.891
H: 1.661 2.649 -1.152
H: 1.977 0.133 -3.371
H: 0.257 2.899 -2.186

The multiplicity is 1. As for the LUMO energy: 2.950 eV. The total charge is -1. For the orbital gap, the calculation gives 6.98 eV. Its molar mass is 167.184 g/mol. The calculation puts the max |F| at 1.1 eV/A.

Calculated atomic charges, method Löwdin, unit e: -0.06 -0.79 -0.12 -0.10 0.05 0.05 0.03 -0.07 0.01 -0.33 -0.02 -0.29 -0.05 -0.07 0.03 0.12 0.10 0.10 0.09 0.06 0.08 0.10 0.07


DFT (ωB97M-V/def2-TZVPD) results for C3H8N2S in the gas phase.

Atoms and positions in Å:
C: -0.691 1.948 0.190
C: 0.269 0.973 0.871
C: 1.109 -0.791 -0.509
H: -0.132 2.673 -0.437
H: -1.441 1.427 -0.412
H: -1.274 2.527 0.921
H: -0.284 0.183 1.348
H: 0.769 1.539 1.650
H: 1.901 -1.163 -1.158
H: -0.792 -1.179 -0.121
H: -0.419 -3.930 -0.412
N: 1.253 0.415 -0.092
N: 0.045 -1.631 -0.433
S: -0.313 -2.992 -1.405

The multiplicity is 1. As for the LUMO energy: 0.684 eV. For the orbital gap, the calculation gives 9.68 eV. Its molar mass is 104.178 g/mol. As for the SMILES: CC/N=C\NS. The calculation puts the max |F| at 2.4 eV/A.

Calculated atomic charges, method Löwdin, unit e: -0.11 -0.30 -0.34 0.08 0.06 0.07 0.08 0.10 0.10 0.06 -0.14 0.02 -0.42 0.74